6 unconnected molecules or ions with the total composition C29H48F3N2O9P at a distorted geometry. Source: the OMol25 dataset; level of theory: ωB97M-V/def2-TZVPD.

Geometry as XYZ:
```
92
C29H48F3N2O9P | the OMol25 dataset | ωB97M-V/def2-TZVPD
P 2.873 0.932 1.403
F 1.220 0.165 -1.655
F 4.352 -0.687 -1.876
F 2.677 1.478 3.001
O -0.180 -3.708 -2.412
O -4.350 -2.483 -0.595
O 5.379 0.666 -0.464
O -1.647 1.272 -2.913
O 3.273 4.811 0.881
O 2.207 -4.820 3.395
O -1.748 6.119 0.462
O 2.665 3.611 1.358
O 2.290 2.081 -1.785
N 4.701 -2.594 2.107
N 3.085 0.416 -0.387
C -3.714 1.147 -4.081
C 0.173 1.772 1.237
C -4.650 -4.413 -1.948
C -2.025 3.052 -4.442
C -4.181 -3.675 -0.719
C 0.371 5.649 -0.516
C -3.562 2.124 1.768
C -1.621 6.539 -1.873
C 1.185 -4.102 5.418
C 3.666 -4.754 5.273
C -2.385 1.770 -3.730
C -1.288 1.397 1.361
C 3.766 -1.851 1.688
C -1.071 6.103 -0.536
C 3.604 2.596 1.073
C -3.482 -4.492 0.338
C 0.593 -2.065 -3.949
C 1.094 0.562 1.366
C -1.765 0.099 1.160
C -2.205 2.401 1.677
C 4.370 0.196 -0.856
C 2.221 0.996 -1.327
C -0.417 -2.684 -3.013
C -3.126 -0.185 1.261
C 3.993 -0.373 2.000
C 2.339 -4.585 4.574
C -4.029 0.830 1.556
C 2.524 -2.369 1.034
C -1.730 -1.963 -2.867
H 0.411 2.464 2.041
H 1.018 6.465 -0.847
H 4.466 2.665 1.743
H -2.778 3.816 -4.239
H -2.228 -1.892 -3.837
H -5.087 0.618 1.614
H -1.565 -0.956 -2.477
H 3.572 -5.475 6.086
H -5.361 -5.192 -1.670
H -2.659 6.841 -1.761
H 4.413 -5.100 4.563
H 0.831 -1.054 -3.621
H 3.987 -3.802 5.698
H -4.145 -5.276 0.707
H 2.585 -3.450 0.947
H 2.352 -1.960 0.042
H 1.420 -3.128 5.851
H 1.001 -4.800 6.236
H -3.487 -1.184 1.084
H 0.909 0.113 2.341
H -2.591 -4.960 -0.086
H -1.051 3.399 -4.102
H 3.969 2.673 0.054
H -5.128 -3.715 -2.632
H -4.246 2.928 2.001
H -4.521 1.849 -3.867
H -2.366 -2.510 -2.178
H -1.995 2.887 -5.520
H 3.039 4.807 -0.060
H 0.652 5.352 0.491
H 0.501 4.802 -1.195
H 0.343 2.302 0.300
H -3.799 -4.883 -2.445
H 1.646 -2.158 1.645
H 0.176 -2.003 -4.956
H -3.191 -3.849 1.166
H -3.746 0.908 -5.146
H 0.291 -4.019 4.804
H 4.480 -3.575 1.938
H -3.862 0.242 -3.498
H 5.011 -0.137 1.702
H -1.853 3.408 1.849
H 3.973 -0.287 3.081
H -1.039 7.375 -2.264
H 0.885 -0.190 0.617
H 1.498 -2.668 -3.967
H -1.555 5.717 -2.588
H -1.090 -0.708 0.913
```

Results
Total energy   -69698.8570 eV
Largest force on an atom   1.30 eV/Å
Orbital gap   9.31 eV
SMILES string   [H]/N=C(\C)CP(F)(CCc1ccccc1)(COO)N(C(=O)F)C(=O)F.CC(C)=O.CC(C)=O.CC(C)=O.CC(C)=O.CC(C)=O
Charge   0
E_HOMO   -8.8 eV

---

9 unconnected molecules or ions with the total composition C9H36N18O9 at a distorted geometry. Source: the OMol25 dataset; level of theory: ωB97M-V/def2-TZVPD.

Geometry as XYZ:
```
72
C9H36N18O9 | the OMol25 dataset | ωB97M-V/def2-TZVPD
O 11.159 11.243 7.550
O 7.692 5.729 12.837
O 7.399 11.485 9.434
O 12.510 5.834 12.681
O 5.603 6.954 6.805
O 12.732 5.715 4.805
O 11.875 11.170 10.644
O 8.939 8.766 6.429
O 15.130 6.851 8.961
N 10.667 13.149 8.626
N 8.565 6.543 6.168
N 13.546 7.049 6.397
N 13.347 10.247 9.156
N 14.982 6.677 11.184
N 7.553 8.083 12.979
N 13.586 10.010 11.469
N 10.486 4.622 12.672
N 8.992 9.793 9.220
N 9.240 12.246 6.992
N 7.865 6.955 10.906
N 10.447 7.682 5.180
N 13.901 4.691 6.518
N 6.402 8.960 7.513
N 8.949 11.091 11.151
N 13.154 6.146 9.885
N 4.251 8.207 8.115
N 10.640 6.936 12.247
C 9.319 7.679 5.987
C 13.402 5.804 5.853
C 8.402 10.856 9.851
C 11.275 5.841 12.560
C 7.670 6.839 12.287
C 10.355 12.177 7.683
C 14.424 6.561 9.909
C 5.470 7.996 7.458
C 12.878 10.506 10.407
H 7.865 7.873 10.479
H 12.586 10.506 8.534
H 11.236 7.710 12.052
H 7.221 8.034 13.930
H 7.617 8.942 12.451
H 10.065 13.938 8.798
H 9.011 9.616 8.172
H 7.282 8.700 7.072
H 11.096 8.456 5.215
H 13.147 10.234 12.335
H 13.955 3.883 5.934
H 14.392 6.766 11.983
H 3.835 7.304 8.187
H 10.897 6.883 4.703
H 9.616 7.030 12.152
H 14.205 7.194 7.215
H 14.690 4.976 7.114
H 12.684 5.827 10.777
H 11.444 12.949 9.280
H 8.783 5.707 5.678
H 8.546 12.934 7.215
H 4.099 9.034 8.675
H 7.587 6.669 6.207
H 11.058 3.907 13.107
H 14.536 9.724 11.464
H 7.804 6.149 10.238
H 9.888 9.623 9.683
H 9.988 11.062 11.013
H 6.491 9.927 7.928
H 8.811 12.069 11.346
H 13.470 7.681 5.642
H 9.555 4.860 12.931
H 12.654 5.985 8.998
H 8.885 11.424 6.528
H 13.914 9.439 8.864
H 15.920 7.057 11.286
```

Results
Total energy   -55176.4390 eV
Largest force on an atom   4.08 eV/Å
Orbital gap   10.09 eV
SMILES string   NC(N)=O.NC(N)=O.NC(N)=O.NC(N)=O.NC(N)=O.NC(N)=O.NC(N)=O.NC(N)=O.NC(N)=O
Charge   0
E_HOMO   -9.7 eV
Energy relative to the best compared isomer or geometry (same formula, charge and spin)   67.06 kJ/mol

---

A gas-phase ion, C9H13BrN (charge +1) at a distorted geometry. Source: the OMol25 dataset; level of theory: ωB97M-V/def2-TZVPD.

Geometry as XYZ:
```
24
C9H13BrN | the OMol25 dataset | ωB97M-V/def2-TZVPD
Br -3.788 -0.037 -0.537
N 1.201 -0.216 -0.484
C -1.778 1.800 1.152
C -0.637 1.231 -0.902
C 2.055 0.453 -1.518
C -1.509 0.575 1.675
C -0.145 0.016 -0.335
C -1.052 -0.575 0.800
C -2.614 -1.248 0.578
C 1.976 -1.428 -0.148
C -1.478 2.082 -0.186
H 1.979 1.489 -1.252
H 3.130 0.202 -1.356
H 2.780 -1.286 0.532
H -1.755 0.470 2.758
H 1.561 0.376 -2.566
H -2.399 -2.070 -0.039
H 2.217 -1.866 -1.013
H -0.203 1.580 -1.841
H -0.665 -1.493 1.228
H -2.149 2.656 1.654
H -1.814 2.969 -0.686
H 1.314 -2.004 0.535
H -2.917 -1.231 1.625
```

Results
Total energy   -81066.4079 eV
Largest force on an atom   6.36 eV/Å
Orbital gap (alpha / beta)   7.48 / 7.48 eV
SMILES string   C[N+](C)=C1C=CC=C[C@H]1CBr
Charge   +1
E_HOMO (alpha / beta)   -12.6 / -12.6 eV
Energy relative to the best compared isomer or geometry (same formula, charge and spin)   212.95 kJ/mol

---

A molecular structure, C48H40InN8O21SV at a distorted geometry. Source: the OMol25 dataset; level of theory: ωB97M-V/def2-TZVPD.

Geometry as XYZ:
```
120
C48H40InN8O21SV | the OMol25 dataset | ωB97M-V/def2-TZVPD
In -2.590 1.765 1.599
V 1.249 -2.487 -0.741
S -0.206 -0.675 0.529
O 2.892 -0.735 -1.406
O -0.732 -3.147 -3.712
O 0.320 -3.781 -0.817
O -4.243 -0.957 1.043
O -2.969 -0.659 4.068
O 3.174 -2.795 0.890
O 5.109 -2.030 1.333
O -2.797 -0.997 -2.862
O 1.064 -2.186 -2.999
O -6.083 -1.868 1.732
O -2.911 -0.893 6.255
O -0.838 2.590 -0.963
O 0.046 -0.127 5.693
O -1.558 -0.829 0.988
O -0.030 -0.920 -0.916
O 0.062 1.814 -2.777
O 0.700 -1.700 1.080
O -2.882 0.490 -1.295
O 4.991 -0.716 -1.458
O -0.531 0.978 3.983
O 0.133 0.664 0.914
N 4.042 -2.436 1.718
N 3.918 -0.131 -1.372
N 0.333 0.609 4.758
N -0.296 2.691 -2.009
N -2.863 0.192 -2.490
N -2.734 -1.303 5.123
N -5.075 -1.849 1.014
N 0.162 -2.261 -3.803
C 4.135 4.053 -0.289
C -3.296 1.991 -5.702
C 3.921 1.353 -1.101
C 4.394 -1.790 4.110
C -3.962 3.500 -3.906
C -5.178 -4.426 -2.376
C 2.367 1.038 3.360
C 4.399 1.893 4.370
C -1.187 -4.420 3.721
C -1.749 -3.118 3.765
C -0.450 5.236 -1.812
C 2.630 -2.028 5.773
C -3.768 3.233 -5.263
C 2.793 2.055 -0.696
C -1.118 -5.198 4.853
C 0.043 6.485 -2.105
C 1.351 4.244 -3.036
C -5.129 -2.847 -0.136
C -0.700 -1.520 -6.058
C 3.673 1.550 3.239
C 3.818 1.756 5.652
C -6.328 -4.304 -1.590
C -0.809 -0.534 -7.028
C -2.235 -3.489 6.103
C -3.609 2.515 -2.975
C -1.614 -4.748 6.031
C 5.160 2.076 -1.116
C 0.908 -0.144 -4.857
C -3.147 1.282 -3.406
C 1.829 -2.590 4.785
C 0.084 0.549 -6.951
C 5.295 3.419 -0.659
C 0.197 4.076 -2.285
C 2.299 -2.745 3.520
C -2.980 1.044 -4.754
C 2.529 1.343 5.755
C 0.151 -1.293 -4.956
C 1.313 6.611 -2.727
C 0.909 0.806 -5.870
C -3.957 -3.903 -2.003
C -2.258 -2.701 5.001
C 1.960 5.474 -3.205
C 3.561 -2.337 3.112
C 2.931 3.421 -0.241
C 3.909 -1.672 5.445
C -6.319 -3.469 -0.468
C 1.768 0.973 4.606
C -3.961 -3.090 -0.919
H 6.090 1.654 -1.468
H -0.558 7.349 -1.861
H -1.578 -5.299 6.959
H 6.236 3.947 -0.645
H -2.609 -3.177 7.067
H 2.049 3.979 0.035
H -1.763 -2.409 2.951
H 1.935 3.364 -3.262
H -4.079 3.991 -5.967
H 1.838 0.679 2.490
H 1.814 1.644 -0.895
H 1.759 7.594 -2.732
H -3.837 2.781 -1.953
H 2.215 -1.929 6.765
H 1.534 1.687 -5.863
H -1.322 -0.755 -7.953
H -7.269 -4.714 -1.927
H 4.157 1.536 2.273
H -3.225 1.800 -6.763
H 1.604 -3.023 2.742
H -1.404 5.121 -1.318
H 5.433 -1.573 3.911
H -0.662 -4.733 2.831
H 4.430 2.066 6.487
H 2.007 1.473 6.692
H 2.979 5.539 -3.558
H -4.489 4.401 -3.629
H -2.533 0.116 -5.079
H 5.430 2.196 4.262
H 1.456 0.050 -3.947
H -3.003 -2.654 -0.676
H 0.784 -2.816 4.935
H 4.245 5.093 -0.017
H 4.426 -1.193 6.263
H -1.315 -2.406 -6.108
H -5.301 -5.042 -3.255
H -3.057 -3.943 -2.599
H -0.730 -6.203 4.783
H -7.258 -3.299 0.038
H 0.140 1.186 -7.821
```

Results
Total energy   -146972.3117 eV
Largest force on an atom   7.83 eV/Å
Orbital gap (alpha / beta)   2.47 / 1.17 eV
Charge   +4
Multiplicity   3
E_HOMO (alpha / beta)   -16.0 / -16.0 eV